Record 1
Below is a structure of composition C4H8N4, with properties calculated with the ωB97M-V functional and the def2-TZVPD basis.

ORCA input file:
```
! wB97M-V def2-TZVPD RIJCOSX def2/J DEFGRID3
* xyz 0 1
C 2.8698 -0.3459 0.0279
C 0.8412 0.8288 0.0792
C -1.2388 1.4867 -0.0584
C -2.6510 -0.6772 0.1490
H 3.8528 -0.0047 0.1721
H 3.0899 -1.4588 0.8790
H 2.9678 -0.9519 -0.9552
H -2.1084 2.2227 -0.3809
H -3.5486 -0.6778 -0.9843
H -3.0064 -0.1173 1.4662
H -1.8220 -1.9829 0.0384
H 0.2348 -0.8651 -0.5230
N 2.0731 0.7780 -0.0196
N -0.0968 1.9188 0.1624
N -1.3264 0.1682 -0.1457
N -0.1310 -0.3216 0.0931
*
```

Results
- Maximum force: 0.1452 hartree/bohr
- ΔE to the lowest compared entry with this formula, charge and spin: 9.594 eV
- Gap between HOMO and LUMO: 7.87 eV

Löwdin population analysis, charges in e, atoms 1 to 6:
1 C -0.23
2 C -0.32
3 C -0.28
4 C -0.07
5 H 0.01
6 H 0.16

***

Record 2
Below is the molecule C5H8, with properties calculated with the ωB97M-V functional and the def2-TZVPD basis.

ORCA input file:
```
! wB97M-V def2-TZVPD RIJCOSX def2/J DEFGRID3
* xyz 0 1
C -1.3219 -0.9949 0.2049
C -0.2481 0.0178 0.4886
C -0.1682 1.2469 -0.4419
C 1.1479 1.1072 -0.5875
C 1.2316 -0.2473 0.0554
H -1.1614 -1.9135 0.7776
H -1.3333 -1.2185 -0.8662
H -2.2845 -0.5542 0.4884
H -0.2377 0.2394 1.5698
H -0.8218 1.9922 -0.9087
H 1.9098 1.7906 -0.9262
H 1.2916 -1.0634 -0.6777
H 1.9961 -0.4024 0.8234
*
```

Results
- Maximum force: 0.0154 hartree/bohr
- ΔE to the lowest compared entry with this formula, charge and spin: 1.293 eV
- Gap between HOMO and LUMO: 10.47 eV
- SMILES: C[C@@H]1C=CC1

Löwdin population analysis, charges in e, atoms 1 to 6:
1 C -0.09
2 C -0.37
3 C -0.05
4 C -0.11
5 C -0.15
6 H 0.08

***

Record 3
Below is the molecule C21H21F3N4O3, with properties calculated with the ωB97M-V functional and the def2-TZVPD basis.

ORCA input file:
```
! wB97M-V def2-TZVPD RIJCOSX def2/J DEFGRID3
* xyz 0 1
O 0.3008 0.7881 -2.5333
C 0.5572 -0.2228 -1.9275
C 1.7744 -1.1057 -2.2610
N 2.6960 -1.0762 -1.1587
C 3.5108 -0.0322 -0.8062
C 3.6984 1.1983 -1.6313
O 4.0293 2.2968 -0.8251
N 4.1221 -0.2161 0.3283
C 3.6996 -1.4362 0.7911
C 4.0271 -2.1227 1.9537
C 3.4297 -3.3481 2.1623
C 2.5301 -3.8915 1.2440
C 2.1928 -3.2266 0.0814
C 2.7866 -1.9931 -0.1345
N -0.1326 -0.6780 -0.8494
C -1.3328 -0.0770 -0.3978
C -2.4553 -0.8785 -0.3115
C -3.6951 -0.3304 -0.0130
C -4.8852 -1.2263 0.1158
F -4.8568 -2.2593 -0.7459
F -6.0495 -0.5939 -0.0853
F -4.9739 -1.7847 1.3452
C -3.8071 1.0431 0.1662
C -2.6841 1.8370 0.1185
C -1.4013 1.3071 -0.1067
N -0.2745 2.0819 -0.0872
C -0.3338 3.5263 -0.1585
C -0.3183 4.1438 1.2465
O 0.8200 3.7207 1.9632
C 0.8858 2.3169 2.0389
C 0.9112 1.6756 0.6425
H 2.2500 -0.7162 -3.1641
H 1.4630 -2.1376 -2.4404
H 2.7812 1.4591 -2.1673
H 4.4935 1.0112 -2.3754
H 4.6231 1.9797 -0.1307
H 4.7261 -1.7023 2.6580
H 3.6619 -3.9077 3.0557
H 2.0883 -4.8553 1.4469
H 1.5057 -3.6660 -0.6287
H 0.0547 -1.6145 -0.5173
H -2.3716 -1.9365 -0.5141
H -4.7723 1.4826 0.3633
H -2.8006 2.8936 0.2937
H -1.2061 3.8441 -0.7268
H 0.5657 3.8533 -0.6908
H -0.2560 5.2317 1.1931
H -1.2291 3.8575 1.7962
H 1.8040 2.0834 2.5794
H 0.0202 1.9286 2.6016
H 0.9606 0.5943 0.7529
H 1.7940 2.0368 0.1082
*
```

Results
- Maximum force: 0.0142 hartree/bohr
- ΔE to the lowest compared entry with this formula, charge and spin: 0.000 eV
- Gap between HOMO and LUMO: 8.34 eV
- SMILES: O=C(Cn1c(CO)nc2ccccc21)Nc1cc(C(F)(F)F)ccc1N1CCOCC1

Löwdin population analysis, charges in e, atoms 1 to 6:
1 O 0.10
2 C -0.45
3 C -0.02
4 N 0.03
5 C -0.27
6 C -0.19

***

Record 4
Below is a structure of composition C45H54MoN6O2P2SiTe, with properties calculated with the ωB97M-V functional and the def2-TZVPD basis.

ORCA input file:
```
! wB97M-V def2-TZVPD RIJCOSX def2/J DEFGRID3
* xyz 1 4
Mo -0.6158 -2.1821 -0.6349
C -4.1724 -1.4110 0.5583
C -3.8609 -1.7270 -0.8707
C -4.8397 -2.0460 -1.7833
C -4.4797 -2.3828 -3.0921
C -3.1667 -2.3206 -3.4962
C -2.2068 -1.9124 -2.5565
N -2.5697 -1.6586 -1.2581
N -0.8738 -1.7808 -2.6892
Si -0.0462 -0.9106 -3.9613
C -0.9510 -1.0153 -5.6117
C 1.7034 -1.6080 -4.0613
C 0.0165 0.9028 -3.3984
H -4.9838 -0.6867 0.6198
H -3.2890 -1.0050 1.0496
H -4.4964 -2.3184 1.0700
H -5.8723 -2.0872 -1.4689
H -5.2430 -2.7050 -3.7886
H -2.8513 -2.6131 -4.4856
H -0.9587 -2.0354 -6.0006
H -0.4403 -0.3886 -6.3453
H -1.9823 -0.6668 -5.5434
H 1.7634 -2.6145 -3.6449
H 2.4030 -0.9788 -3.5076
H 2.0505 -1.6490 -5.0952
H -0.8997 1.1781 -2.8685
H 0.1404 1.5905 -4.2375
H 0.8590 1.0536 -2.7192
C 1.3773 -0.4256 5.0146
P 1.5456 -0.4467 3.1644
C 3.2764 0.1909 3.1387
C 1.8612 -2.2513 2.9052
C 3.1255 -2.7703 3.1843
C 3.4520 -4.0880 2.9189
C 2.5019 -4.9356 2.3787
C 1.2292 -4.4594 2.1255
C 0.8855 -3.1276 2.3837
P -0.7950 -2.6458 1.8258
C -1.5215 -1.5845 3.1331
C -1.7670 -4.1521 2.1904
H 2.1257 -1.0755 5.4680
H 0.3856 -0.7330 5.3424
H 1.5495 0.6020 5.3398
H 3.8252 -0.1075 4.0320
H 3.2155 1.2755 3.1179
H 3.8006 -0.1396 2.2452
H 3.8810 -2.1271 3.6135
H 4.4495 -4.4505 3.1303
H 2.7473 -5.9663 2.1598
H 0.4948 -5.1408 1.7164
H -1.0934 -1.8823 4.0895
H -2.5972 -1.7564 3.1632
H -1.3259 -0.5307 2.9557
H -1.6244 -4.4499 3.2295
H -1.5124 -4.9855 1.5400
H -2.8154 -3.9151 2.0144
C -2.2439 7.9707 -2.1766
C -1.8187 6.6217 -1.6720
C -2.6487 5.8721 -0.8514
C -2.2864 4.6139 -0.3842
C -3.2624 3.8768 0.4985
C -1.0403 4.1009 -0.7532
Te -0.3675 2.2100 0.0571
N 0.3947 -0.7082 -0.3588
C 1.5761 -0.1592 -0.3827
O 1.7986 1.0956 -0.2500
C 2.7452 -1.0596 -0.6372
C 2.5950 -2.4439 -0.6992
C 3.6769 -3.2642 -0.9550
C 4.9331 -2.7047 -1.1468
C 5.0954 -1.3276 -1.0886
C 4.0096 -0.5072 -0.8300
C 0.7637 3.2588 1.5296
C 1.9961 3.7862 1.1575
C 2.7503 4.5127 2.0626
C 2.2759 4.7070 3.3512
C 1.0554 4.1705 3.7216
C 0.2755 3.4389 2.8253
C -1.0443 2.8903 3.3010
C -0.2023 4.8107 -1.6225
C 1.1003 4.2675 -2.1558
C -0.6015 6.0701 -2.0514
H -3.0265 8.3956 -1.5506
H -2.6384 7.8839 -3.1909
H -1.4019 8.6609 -2.2062
H -3.6132 6.2756 -0.5621
H -4.2616 3.9116 0.0654
H -3.3137 4.3426 1.4840
H -2.9791 2.8320 0.6253
H 1.6023 -2.8843 -0.5521
H 3.5446 -4.3367 -1.0121
H 5.7807 -3.3449 -1.3514
H 6.0733 -0.8914 -1.2443
H 4.1215 0.5672 -0.7760
H 2.3869 3.5953 0.1687
H 3.7066 4.9195 1.7618
H 2.8615 5.2674 4.0679
H 0.6889 4.3176 4.7310
H -0.9487 2.4821 4.3074
H -1.4083 2.1065 2.6368
H -1.7951 3.6820 3.3348
H 1.2909 3.2562 -1.7967
H 1.9332 4.9101 -1.8679
H 1.0715 4.2364 -3.2455
H 0.0559 6.6271 -2.7101
O -0.5403 -3.9353 -0.9598
N -0.4736 -5.1473 -1.4450
C -1.5628 -5.8894 -1.4381
C -2.7281 -5.4824 -0.7376
N -3.5715 -5.0533 -0.0865
C -1.5567 -7.1577 -2.0696
N -1.6381 -8.1891 -2.5693
*
```

Results
- Maximum force: 0.1066 hartree/bohr
- ΔE to the lowest compared entry with this formula, charge and spin: 1.920 eV
- Gap between HOMO and LUMO (spin up / spin down): 6.61 / 6.61 eV

Löwdin population analysis, charges in e, atoms 1 to 6:
1 Mo 1.48
2 C -0.02
3 C -0.32
4 C -0.03
5 C -0.03
6 C -0.01